Record 1
The following is a DFT calculation (ωB97M-V/def2-TZVPD) of 14 unconnected molecules or ions with the total composition C42H120N8O14.

Summary:
LUMO: 0.2 eV
multiplicity: 1
total charge: 0
gap between HOMO and LUMO: 0.3313 Eh
energy relative to the best compared isomer or geometry (same formula, charge and spin): 0.00 kJ/mol

Geometry (Å):
C  4.17  23.16  -3.86
C  3.60  21.91  -4.52
C  4.60  21.26  -5.45
O  3.29  20.92  -3.52
H  5.21  23.00  -3.58
H  3.65  23.45  -2.94
H  4.16  24.01  -4.56
H  2.71  22.17  -5.11
H  5.53  21.04  -4.93
H  4.80  21.91  -6.30
H  4.18  20.33  -5.85
H  2.73  21.34  -2.85
C  5.76  16.38  -0.20
C  5.18  15.56  0.91
C  4.63  14.24  0.42
O  6.19  15.26  1.91
H  6.42  15.85  -0.89
H  6.29  17.26  0.20
H  4.95  16.82  -0.80
H  4.39  16.14  1.40
H  5.47  13.69  -0.02
H  3.83  14.36  -0.30
H  4.30  13.60  1.25
H  6.16  15.94  2.59
C  7.16  18.79  -2.68
C  8.55  19.40  -2.49
C  8.65  20.75  -3.15
O  8.55  20.58  -4.54
C  8.36  21.79  -5.25
N  8.89  19.52  -1.05
H  6.42  19.50  -2.29
H  7.14  17.86  -2.11
H  6.93  18.58  -3.72
H  9.30  18.74  -2.94
H  9.61  21.24  -2.88
H  7.87  21.41  -2.72
H  7.38  22.20  -4.99
H  8.41  21.57  -6.32
H  9.10  22.56  -4.98
H  8.11  20.06  -0.66
H  8.83  18.60  -0.61
C  11.85  21.65  4.32
C  10.45  21.83  3.74
C  9.50  20.74  4.18
O  9.81  19.44  3.77
C  9.87  19.30  2.37
N  9.90  23.13  4.18
H  12.25  20.66  4.07
H  11.81  21.76  5.41
H  12.54  22.38  3.89
H  10.56  21.83  2.65
H  8.49  21.04  3.83
H  9.40  20.75  5.27
H  10.80  19.73  1.98
H  9.00  19.67  1.84
H  9.99  18.24  2.17
H  8.96  23.20  3.76
H  10.45  23.82  3.67
C  4.01  17.04  -3.44
C  2.50  17.13  -3.59
C  1.83  17.28  -2.24
O  2.14  16.16  -1.44
C  1.60  16.22  -0.14
N  2.15  18.26  -4.49
H  4.29  16.10  -2.97
H  4.46  17.86  -2.89
H  4.44  17.03  -4.45
H  2.18  16.21  -4.07
H  0.73  17.33  -2.37
H  2.18  18.21  -1.77
H  0.50  16.37  -0.18
H  2.01  17.05  0.46
H  1.80  15.27  0.33
H  1.14  18.39  -4.42
H  2.53  19.10  -4.06
C  11.39  23.98  -6.27
C  11.29  25.26  -5.45
C  11.70  26.47  -6.25
O  11.88  27.55  -5.35
C  12.29  28.71  -6.02
N  9.91  25.41  -4.94
H  12.43  23.71  -6.46
H  10.90  24.09  -7.24
H  10.94  23.15  -5.71
H  11.99  25.19  -4.61
H  10.92  26.73  -6.99
H  12.63  26.27  -6.79
H  12.46  29.49  -5.28
H  11.54  29.07  -6.73
H  13.24  28.54  -6.55
H  9.86  26.31  -4.46
H  9.83  24.72  -4.20
C  10.42  17.89  -10.58
C  9.23  18.39  -9.78
C  9.23  19.89  -9.69
O  10.34  20.30  -8.92
C  10.65  21.65  -9.09
N  7.97  17.95  -10.40
H  10.34  18.21  -11.62
H  10.51  16.80  -10.58
H  11.35  18.28  -10.17
H  9.33  17.98  -8.76
H  8.30  20.26  -9.21
H  9.25  20.32  -10.70
H  9.89  22.30  -8.62
H  10.77  21.93  -10.14
H  11.56  21.86  -8.52
H  8.03  16.94  -10.50
H  7.25  18.09  -9.68
C  6.52  24.94  -6.27
C  7.60  24.51  -7.24
C  7.10  23.78  -8.46
O  6.49  22.58  -8.07
C  5.58  22.07  -9.02
N  8.37  25.71  -7.65
H  5.88  24.08  -6.04
H  5.90  25.73  -6.69
H  6.96  25.24  -5.32
H  8.32  23.88  -6.70
H  7.95  23.57  -9.13
H  6.43  24.48  -8.99
H  4.73  22.75  -9.16
H  5.21  21.11  -8.67
H  6.05  21.93  -10.00
H  8.87  25.97  -6.80
H  9.11  25.43  -8.30
C  12.66  18.09  -6.87
C  11.83  18.78  -5.81
C  12.33  20.20  -5.59
O  13.58  20.19  -4.92
C  14.13  21.48  -4.83
N  10.43  18.84  -6.28
H  13.71  18.00  -6.58
H  12.60  18.66  -7.81
H  12.27  17.10  -7.08
H  11.86  18.22  -4.87
H  11.61  20.80  -5.01
H  12.46  20.68  -6.58
H  14.16  21.97  -5.81
H  15.13  21.41  -4.41
H  13.53  22.11  -4.14
H  10.49  19.31  -7.18
H  9.88  19.40  -5.63
C  7.93  24.91  1.05
C  7.06  23.66  1.23
C  7.50  22.54  0.32
O  6.53  21.52  0.16
C  5.52  21.88  -0.75
N  7.19  23.16  2.62
H  7.54  25.72  1.66
H  7.95  25.21  0.00
H  8.96  24.71  1.37
H  6.02  23.95  1.04
H  8.41  22.11  0.75
H  7.75  22.92  -0.68
H  4.95  22.77  -0.46
H  4.81  21.05  -0.78
H  5.91  21.99  -1.76
H  6.62  22.32  2.68
H  6.71  23.82  3.24
C  9.85  16.21  -1.03
O  9.03  16.71  0.01
H  9.30  15.58  -1.73
H  10.28  17.03  -1.61
H  10.70  15.63  -0.65
H  9.02  16.08  0.73
C  6.64  18.57  -6.84
O  6.11  18.04  -8.06
H  7.07  19.56  -6.95
H  5.82  18.66  -6.12
H  7.36  17.87  -6.41
H  5.17  17.93  -7.94
C  10.12  22.99  -2.22
O  10.36  24.40  -2.17
H  10.93  22.45  -2.71
H  9.97  22.57  -1.22
H  9.19  22.86  -2.78
H  11.26  24.57  -1.90
C  12.16  20.28  -1.67
O  11.46  20.92  -0.63
H  11.86  20.64  -2.65
H  13.23  20.47  -1.55
H  12.01  19.19  -1.67
H  10.55  20.57  -0.64

***

Record 2
The following is a DFT calculation (ωB97M-V/def2-TZVPD) of 17 unconnected molecules or ions with the total composition C42H126N8O17.

Summary:
LUMO: 0.3 eV
multiplicity: 1
total charge: 0
gap between HOMO and LUMO: 0.3360 Eh

Geometry (Å):
O  -2.10  3.51  -1.91
H  -1.72  2.80  -2.43
H  -1.99  4.29  -2.44
O  0.33  3.52  -0.40
H  -0.49  3.61  -0.88
H  0.55  2.59  -0.47
O  -0.98  1.32  -3.61
H  -1.19  0.51  -4.08
H  -0.27  1.72  -4.12
O  -4.70  1.88  -1.24
H  -3.95  2.43  -1.43
H  -5.39  2.49  -0.99
C  -6.63  -0.27  3.07
C  -6.20  0.68  4.17
O  -7.22  1.56  4.45
H  -5.94  -1.10  2.91
H  -6.62  0.31  2.15
H  -7.63  -0.68  3.19
H  -5.36  1.25  3.78
H  -5.97  0.13  5.08
H  -6.91  2.46  4.30
C  -0.23  -4.39  -0.38
C  0.25  -4.11  1.04
O  0.73  -5.30  1.57
H  -0.43  -3.51  -0.99
H  -1.05  -5.10  -0.42
H  0.52  -4.94  -0.94
H  -0.63  -3.79  1.60
H  1.05  -3.38  1.18
H  0.79  -5.20  2.52
C  5.16  -0.73  2.25
C  4.53  -2.07  2.35
O  5.36  -3.00  1.64
H  5.33  -0.30  1.26
H  6.10  -0.82  2.79
H  4.53  -0.08  2.85
H  3.54  -1.97  1.91
H  4.33  -2.30  3.39
H  4.91  -3.85  1.64
C  0.73  3.03  4.06
C  -0.71  3.13  3.65
O  -1.51  3.66  4.70
H  0.73  2.31  4.88
H  1.10  3.98  4.45
H  1.26  2.57  3.22
H  -1.09  2.17  3.30
H  -0.93  3.89  2.91
H  -1.23  3.14  5.45
C  -4.49  3.83  1.94
C  -5.97  4.16  2.39
O  -5.98  4.47  3.78
H  -3.73  4.58  2.14
H  -4.48  3.59  0.88
H  -4.22  2.92  2.49
H  -6.70  3.39  2.16
H  -6.29  5.06  1.86
H  -6.55  5.22  3.93
C  2.08  -0.49  5.02
C  2.62  -1.75  5.63
C  3.94  -1.62  6.42
O  5.06  -1.71  5.57
C  6.27  -1.67  6.16
N  1.58  -2.32  6.41
H  1.71  0.18  5.79
H  1.37  -0.75  4.23
H  2.90  -0.02  4.47
H  2.71  -2.52  4.87
H  4.02  -2.36  7.21
H  3.97  -0.67  6.96
H  6.92  -1.99  5.34
H  6.42  -2.40  6.96
H  6.51  -0.66  6.49
H  1.83  -3.21  6.81
H  0.78  -2.61  5.87
C  7.89  2.93  -1.10
C  7.08  2.81  0.17
C  5.63  2.70  -0.12
O  4.88  2.24  1.02
C  3.46  2.30  0.85
N  7.56  1.61  0.83
H  8.08  1.97  -1.59
H  8.89  3.36  -1.04
H  7.39  3.60  -1.80
H  7.27  3.70  0.78
H  5.33  1.97  -0.86
H  5.18  3.67  -0.33
H  3.11  3.34  0.87
H  2.90  1.83  1.66
H  3.20  1.84  -0.10
H  6.90  1.49  1.58
H  7.35  0.77  0.31
C  -4.72  -1.85  -6.08
C  -5.55  -1.46  -4.83
C  -4.78  -0.98  -3.60
O  -4.12  -2.13  -3.00
C  -3.35  -1.62  -1.89
N  -6.46  -0.49  -5.35
H  -4.17  -1.03  -6.54
H  -5.31  -2.34  -6.85
H  -3.95  -2.59  -5.84
H  -6.13  -2.34  -4.54
H  -5.43  -0.49  -2.87
H  -4.05  -0.20  -3.83
H  -3.98  -1.10  -1.16
H  -2.61  -0.89  -2.20
H  -2.85  -2.43  -1.36
H  -6.89  -0.07  -4.54
H  -5.91  0.24  -5.78
C  -1.90  -2.13  3.87
C  -2.41  -3.16  4.90
C  -3.95  -3.43  4.90
O  -4.67  -2.20  5.18
C  -5.90  -2.51  5.85
N  -1.65  -4.40  4.79
H  -2.38  -1.16  3.92
H  -2.08  -2.34  2.82
H  -0.81  -2.05  3.97
H  -2.19  -2.83  5.92
H  -4.29  -4.27  5.51
H  -4.24  -3.66  3.87
H  -6.50  -1.66  6.18
H  -5.61  -2.93  6.81
H  -6.49  -3.21  5.26
H  -1.98  -5.05  5.49
H  -1.92  -4.92  3.96
C  2.55  3.55  -2.94
C  1.46  4.29  -3.77
C  2.02  5.41  -4.68
O  0.88  6.10  -5.26
C  1.30  7.18  -6.00
N  0.80  3.25  -4.58
H  2.05  2.86  -2.26
H  3.08  4.30  -2.35
H  3.28  3.02  -3.56
H  0.82  4.80  -3.06
H  2.73  5.07  -5.43
H  2.63  6.06  -4.06
H  0.43  7.80  -6.21
H  1.73  6.95  -6.97
H  1.93  7.89  -5.47
H  0.06  3.76  -5.04
H  1.36  2.97  -5.37
C  -0.23  -2.39  -3.75
C  -0.52  -1.71  -5.12
C  -0.70  -2.68  -6.25
O  -0.92  -1.94  -7.43
C  -1.36  -2.59  -8.59
N  -1.73  -0.97  -4.99
H  0.59  -3.10  -3.77
H  -1.15  -2.84  -3.37
H  -0.05  -1.60  -3.01
H  0.34  -1.09  -5.36
H  -1.54  -3.35  -6.02
H  0.22  -3.24  -6.41
H  -1.80  -1.83  -9.24
H  -2.12  -3.34  -8.37
H  -0.48  -3.05  -9.04
H  -1.97  -0.77  -5.95
H  -2.43  -1.63  -4.69
C  3.16  -3.62  -1.37
C  4.33  -2.72  -1.88
C  4.16  -1.22  -1.53
O  2.93  -0.62  -2.03
C  2.94  -0.54  -3.48
N  5.56  -3.26  -1.26
H  2.28  -3.28  -1.90
H  2.99  -3.48  -0.30
H  3.31  -4.69  -1.53
H  4.34  -2.83  -2.96
H  5.04  -0.77  -2.00
H  4.24  -1.04  -0.46
H  3.71  0.17  -3.78
H  1.98  -0.09  -3.75
H  3.00  -1.51  -3.98
H  5.49  -3.20  -0.26
H  5.65  -4.23  -1.53
C  0.73  -0.27  0.90
C  -0.14  -0.05  -0.32
C  -1.50  0.56  0.12
O  -2.23  -0.47  0.80
C  -3.35  0.00  1.49
N  0.55  0.81  -1.25
H  0.87  0.72  1.35
H  1.71  -0.69  0.67
H  0.26  -0.96  1.59
H  -0.34  -0.98  -0.86
H  -2.06  0.78  -0.79
H  -1.39  1.53  0.60
H  -4.12  0.26  0.76
H  -3.13  0.88  2.09
H  -3.72  -0.82  2.10
H  1.47  0.45  -1.49
H  0.12  0.90  -2.16

***

Record 3
The following is a DFT calculation (ωB97M-V/def2-TZVPD) of a molecular structure, C42H26BrClF5MgN4O5Se.

Summary:
LUMO (alpha / beta): 0.3 / 0.1 eV
multiplicity: 1
total charge: -1
gap between HOMO and LUMO (alpha / beta): 0.1875 / 0.1800 Eh
energy relative to the best compared isomer or geometry (same formula, charge and spin): 0.00 kJ/mol

Geometry (Å):
Mg  0.30  1.74  1.30
Cl  -6.47  3.91  2.73
C  -4.77  3.76  2.67
C  -4.13  3.40  3.85
C  -2.77  3.07  3.91
C  -2.06  3.06  2.66
O  -0.87  2.70  2.65
C  -2.76  3.49  1.46
C  -2.13  3.44  0.19
N  -0.91  3.11  -0.09
C  -0.47  2.94  -1.40
C  -1.05  3.59  -2.45
C  -0.69  3.39  -3.78
C  0.30  2.44  -4.03
C  0.98  1.80  -2.93
C  1.67  0.57  -3.23
C  2.38  -0.27  -2.49
C  2.80  -0.12  -1.06
N  1.43  1.92  -0.47
C  0.74  2.24  -1.55
C  -4.06  3.94  1.50
H  -4.79  3.39  4.70
H  -2.26  2.82  4.73
H  -2.81  3.73  -0.60
H  -1.84  4.21  -2.15
H  -1.21  4.07  -4.54
H  0.64  2.13  -4.98
H  1.53  0.17  -4.26
H  2.82  -1.17  -2.92
H  3.82  -0.49  -0.90
H  -4.59  4.23  0.54
Br  -0.47  0.00  5.30
C  -1.53  -0.96  3.95
C  -2.49  -1.84  4.31
C  -3.33  -2.26  3.26
C  -3.24  -1.64  2.05
C  -2.21  -0.72  1.83
N  -1.30  -0.41  2.79
C  -1.97  -0.13  0.48
O  -2.92  0.11  -0.29
O  -0.75  0.19  0.35
H  -2.52  -2.20  5.32
H  -4.04  -3.05  3.54
H  -3.90  -1.82  1.23
F  -4.50  -5.57  -4.78
C  -3.95  -4.40  -4.40
C  -4.38  -3.23  -4.99
F  -5.21  -3.28  -6.04
C  -3.84  -1.99  -4.54
F  -4.22  -0.92  -5.24
C  -2.84  -1.92  -3.51
Se  -2.09  -0.36  -2.79
C  -2.44  -3.15  -3.00
F  -1.44  -3.24  -2.09
C  -2.95  -4.40  -3.44
F  -2.70  -5.49  -2.69
C  4.70  -1.56  1.38
O  4.44  -2.25  0.13
C  3.22  -2.90  0.15
C  3.22  -4.28  0.30
C  2.02  -5.04  0.26
C  0.85  -4.35  0.06
C  0.86  -3.00  -0.05
C  1.99  -2.23  0.08
N  1.93  -0.78  -0.13
C  2.74  1.43  -0.62
C  3.64  1.63  0.59
C  4.97  1.83  0.27
C  5.93  2.06  1.19
C  5.58  2.04  2.54
C  4.25  1.90  2.90
C  3.21  1.71  1.94
O  1.97  1.61  2.31
H  5.73  -1.19  1.33
H  4.57  -2.18  2.24
H  4.01  -0.70  1.45
H  4.16  -4.79  0.28
H  2.13  -6.13  0.29
H  -0.10  -4.87  -0.11
H  -0.07  -2.52  -0.35
H  0.98  -0.44  0.01
H  3.25  1.92  -1.47
H  5.21  1.92  -0.81
H  6.87  2.50  0.96
H  6.32  2.19  3.27
H  3.85  1.91  3.90

***

How do the records compare in F_max? In the order shown, they have 1.4, 3.3, 5.4 eV/Å.